# 1
ORCA calculation (ωB97M-V with the def2-TZVPD basis set) on a cluster of 2 separate species, C5H10N2 in total.

```
17
Properties=species:S:1:pos:R:3:forces:R:3
H 1.98760 -0.10737 2.16975 -0.01 0.03 -0.03
N 0.98222 -0.16871 2.05034 0.02 0.12 0.06
C 0.51716 -1.11003 2.76637 0.07 -0.22 -0.41
N -0.80404 -1.42865 2.79040 0.01 -0.02 0.16
H 1.14033 -1.78175 3.36215 -0.09 0.09 0.19
H -1.10683 -2.23535 3.30006 -0.09 0.00 -0.06
H -1.44142 -0.97958 2.15363 0.09 0.02 0.06
C -0.41693 2.56326 -1.57387 0.17 0.31 0.00
C -0.36564 1.37975 -2.17254 -0.20 -0.10 0.22
C 0.11086 0.16364 -1.51251 -0.03 0.07 -0.10
C 0.18090 -0.99701 -2.15497 0.04 -0.06 -0.09
H 0.01800 2.72747 -0.59398 -0.18 -0.17 0.09
H -0.84604 3.43356 -2.05259 0.07 -0.02 -0.12
H -0.74076 1.26520 -3.18486 -0.04 0.01 -0.01
H 0.36063 0.24178 -0.45805 0.16 -0.02 -0.03
H 0.54341 -1.90501 -1.69429 -0.05 0.00 0.11
H -0.11944 -1.06119 -3.19502 0.05 -0.04 -0.03
```
Forces are in eV/Å.

structure (SMILES): [H]/N=C/N.C=CC=C
highest occupied orbital energy: -0.3170 hartree
energy relative to the best compared isomer or geometry (same formula, charge and spin): 32.0 kcal/mol



# 2
ORCA calculation (ωB97M-V with the def2-TZVPD basis set) on an isolated molecule of CH3NO2S.

```
8
Properties=species:S:1:pos:R:3:forces:R:3
C -0.11597 0.19272 -0.02097 -0.44 0.99 0.29
N -1.42938 0.71651 -0.06391 -3.42 2.62 0.19
O -1.52723 2.00426 -0.04179 0.22 -1.39 -0.17
O -3.01278 -1.43736 0.00994 0.16 0.43 -0.02
S -3.02205 0.03703 0.00343 1.38 -0.40 -0.09
H 0.24060 0.28292 -1.02431 1.10 0.47 -0.31
H -0.18485 -0.80449 0.20319 0.02 -2.66 0.68
H 0.29440 0.75274 0.81816 0.97 -0.06 -0.57
```
Forces are in eV/Å.

highest occupied orbital energy (spin up / spin down): -0.3322 / -0.3378 hartree
energy relative to the best compared isomer or geometry (same formula, charge and spin): 72.5 kcal/mol



# 3
ORCA calculation (ωB97M-V with the def2-TZVPD basis set) on a structure of composition C29H32CsN4O3PS.

```
71
Properties=species:S:1:pos:R:3:forces:R:3
Cs -0.25066 -0.18324 -0.30159 0.20 0.19 -0.24
C 1.23211 1.41485 3.05534 0.03 0.01 -0.04
C 2.46250 0.75583 2.44094 -0.03 -0.02 0.00
N 2.57479 0.89668 0.98743 0.07 -0.06 0.04
C 3.11974 2.16047 0.52062 -0.02 -0.02 -0.01
C 2.11170 3.28688 0.40240 0.01 0.05 0.00
C 2.54009 4.60491 0.54475 0.00 -0.06 0.00
C 1.61154 5.62106 0.42642 0.00 0.02 0.00
C 0.28044 5.29134 0.22239 0.02 -0.01 0.00
C -0.06355 3.95143 0.10799 0.01 0.03 0.02
C -1.51800 3.54014 -0.00359 0.00 0.05 0.09
N -1.81442 2.41777 0.87500 0.03 -0.11 -0.05
C -1.56668 2.66287 2.29186 0.04 -0.01 0.12
C -1.22988 1.38824 3.06244 0.03 0.01 -0.02
N 0.01110 0.76867 2.62072 -0.10 -0.05 -0.07
N 0.84461 2.97558 0.15635 -0.06 -0.07 0.02
H 1.35646 1.40267 4.15068 -0.01 -0.01 0.01
H 1.19706 2.46552 2.76034 0.00 0.01 0.02
H 3.35633 1.14670 2.95069 -0.01 0.02 0.01
H 2.41521 -0.31588 2.65739 0.03 0.00 0.00
H 3.17255 0.15665 0.64544 -0.03 -0.04 0.00
H 3.94505 2.51572 1.15681 0.00 0.00 0.00
H 3.54582 1.99408 -0.47306 -0.01 0.00 0.00
H 3.58044 4.81609 0.75651 0.00 0.02 0.00
H 1.91432 6.65542 0.52846 -0.01 0.00 0.00
H -0.48527 6.05458 0.18094 0.00 0.00 0.00
H -2.12779 4.42971 0.21181 -0.02 0.00 -0.05
H -1.73488 3.24116 -1.03306 -0.01 -0.01 0.00
H -2.76628 2.10492 0.73027 0.01 0.00 0.00
H -0.72780 3.35600 2.37428 -0.01 0.01 0.01
H -2.41307 3.15082 2.79454 -0.02 0.02 -0.05
H -1.20639 1.64061 4.13461 -0.03 0.00 0.01
H -2.03198 0.65968 2.92124 0.01 -0.01 0.00
H 0.00678 -0.21560 2.86527 0.01 0.00 0.06
O -3.54817 -2.94032 1.35372 -0.06 0.03 0.01
S -2.26243 -2.87978 0.70471 0.41 0.38 -0.20
O -1.17992 -2.34194 1.54477 -0.03 -0.20 0.31
O -2.25031 -2.19480 -0.59244 -0.33 -0.40 -0.05
C -1.82366 -4.59311 0.36104 0.05 -0.01 0.00
C -2.82655 -5.53264 0.56459 -0.04 0.01 0.01
C -2.59045 -6.87901 0.33922 -0.04 -0.02 0.01
C -1.33826 -7.30158 -0.07668 0.08 0.06 -0.02
C -0.33426 -6.36611 -0.27321 -0.04 -0.08 0.01
C -0.55907 -5.00585 -0.07467 -0.03 0.12 0.02
P 0.83804 -3.82660 -0.31092 -0.08 0.21 0.01
C 1.62731 -4.42776 -1.84862 0.01 -0.02 -0.01
C 0.89866 -5.00797 -2.88473 -0.01 -0.04 -0.06
C 1.49890 -5.28920 -4.10565 0.00 0.00 0.01
C 2.83667 -4.99316 -4.31620 -0.01 0.01 0.01
C 3.57021 -4.39871 -3.29770 -0.01 -0.01 0.00
C 2.96802 -4.11122 -2.08301 0.04 0.01 -0.02
C 1.94358 -4.45043 1.01696 -0.01 -0.03 0.02
C 2.93010 -5.42235 0.86812 -0.01 0.01 -0.03
C 3.68166 -5.83829 1.95831 0.00 0.01 0.02
C 3.44775 -5.29784 3.21509 0.01 -0.02 -0.01
C 2.45601 -4.34113 3.37689 -0.03 0.02 -0.02
C 1.71216 -3.91534 2.28525 0.03 0.02 0.07
H -3.78749 -5.17972 0.91137 -0.01 -0.04 0.00
H -3.38276 -7.59906 0.50012 0.00 0.01 0.00
H -1.13822 -8.35260 -0.24149 0.00 0.00 0.00
H 0.64814 -6.69761 -0.58830 0.00 -0.01 0.00
H -0.14836 -5.24664 -2.74676 0.00 0.02 0.04
H 0.91275 -5.74338 -4.89456 0.00 0.00 0.00
H 3.30312 -5.21806 -5.26658 0.00 0.00 0.00
H 4.61459 -4.15551 -3.44857 0.00 0.00 -0.01
H 3.55708 -3.63812 -1.30489 -0.03 0.00 0.03
H 3.11839 -5.86050 -0.10428 0.00 0.00 0.00
H 4.44656 -6.59288 1.82386 0.00 0.00 0.01
H 4.03039 -5.62684 4.06614 0.00 0.00 0.00
H 2.25611 -3.92591 4.35694 0.00 0.00 0.00
H 0.91992 -3.18556 2.41737 -0.01 0.00 -0.04
```
Forces are in eV/Å.

highest occupied orbital energy: -0.2884 hartree
energy relative to the best compared isomer or geometry (same formula, charge and spin): 0.0 kcal/mol



# 4
ORCA calculation (ωB97M-V with the def2-TZVPD basis set) on a structure of composition C31H44N4O3P3Sn.

```
86
Properties=species:S:1:pos:R:3:forces:R:3
Sn -0.55634 0.56934 1.23227 0.04 0.22 0.12
O 0.70184 -1.50271 -1.55424 0.29 -0.02 0.02
C 1.31720 -2.08131 -2.39262 -0.19 -0.08 -0.09
C 0.98874 -3.09351 -3.41933 0.00 0.03 0.00
C -0.15301 -3.79434 -3.79381 0.02 -0.02 -0.01
C -0.01603 -4.65688 -4.86686 0.00 0.00 0.00
C 1.20663 -4.80932 -5.53857 -0.02 -0.01 0.00
C 2.34467 -4.11012 -5.16410 0.02 -0.01 0.03
C 2.21071 -3.25405 -4.08382 -0.05 0.01 -0.05
P 3.13202 -2.10134 -3.07534 0.10 0.10 0.10
C 3.77737 -0.69055 -3.93783 -0.05 -0.01 -0.02
C 4.95206 -0.06510 -3.51506 0.00 0.01 0.04
C 5.41945 1.04048 -4.20639 0.00 0.00 -0.02
C 4.71930 1.52061 -5.30506 -0.01 0.00 0.00
C 3.54644 0.90153 -5.72376 0.02 0.01 0.00
C 3.07116 -0.20373 -5.04311 0.00 -0.05 -0.03
C 4.33937 -2.80537 -1.97605 -0.02 -0.10 -0.04
C 5.57120 -3.22393 -2.48626 0.02 0.04 -0.01
C 6.47615 -3.85478 -1.65067 -0.01 0.00 0.00
C 6.15510 -4.06763 -0.31526 0.00 0.00 0.00
C 4.93106 -3.65243 0.19108 0.01 -0.01 0.00
C 4.01511 -3.02467 -0.63772 -0.03 0.01 0.00
H -1.09552 -3.66977 -3.27925 0.00 0.00 0.00
H -0.86889 -5.22901 -5.20652 0.00 0.00 0.00
H 1.25675 -5.49547 -6.37372 0.01 0.00 0.00
H 3.27899 -4.24030 -5.69242 0.00 0.00 0.00
H 5.50320 -0.44205 -2.66364 -0.01 0.00 0.01
H 6.33678 1.52102 -3.89533 0.00 0.00 0.01
H 5.09300 2.38030 -5.84507 0.01 -0.01 0.00
H 3.01395 1.27448 -6.58766 0.00 0.00 0.00
H 2.16797 -0.69837 -5.38176 0.00 0.00 0.01
H 5.82522 -3.05819 -3.52678 -0.01 0.00 0.00
H 7.42969 -4.18351 -2.04028 0.00 0.00 0.00
H 6.86346 -4.56617 0.33265 0.00 0.01 0.00
H 4.68943 -3.83152 1.22995 0.00 0.01 0.00
H 3.05378 -2.70923 -0.24954 0.00 -0.01 0.00
N -1.85664 2.38308 2.16723 -0.08 -0.12 0.10
C -3.22573 2.42491 1.59728 -0.04 -0.06 -0.05
C -4.23392 2.76195 2.70993 0.01 -0.02 0.00
C -5.73338 2.76973 2.40448 -0.04 -0.04 -0.02
C -6.23897 3.76537 1.36475 -0.03 -0.01 0.02
N -6.00129 3.25842 0.01586 0.01 0.04 -0.03
C -6.44397 3.83715 -1.08577 -0.03 -0.02 0.00
N -7.08391 5.00567 -1.03941 -0.03 -0.01 0.00
N -6.21523 3.25652 -2.27068 -0.02 -0.01 0.00
C -3.51879 1.07120 0.92283 0.07 0.01 0.04
O -4.50852 0.95784 0.21483 -0.02 0.00 0.02
O -2.67258 0.13175 1.17150 -0.07 -0.05 -0.11
H -1.93423 2.07900 3.13615 0.04 0.08 0.03
H -1.42996 3.30427 2.19997 0.02 0.00 -0.10
H -3.24718 3.18219 0.81111 0.03 0.03 0.03
H -3.94405 3.73069 3.12792 -0.02 0.02 -0.02
H -4.08455 2.02590 3.50911 0.02 0.02 0.01
H -6.23812 3.00499 3.34195 0.01 0.01 0.01
H -6.07142 1.77001 2.12538 0.00 0.01 0.00
H -5.76430 4.74409 1.49047 0.03 -0.01 0.02
H -7.31436 3.88878 1.51828 0.00 0.03 -0.02
H -5.52316 2.34993 -0.05216 0.03 0.00 0.02
H -7.31734 5.43507 -0.16135 0.02 0.01 0.00
H -7.47452 5.41840 -1.86944 0.01 0.00 0.00
H -5.85590 2.31681 -2.30112 0.00 0.00 0.00
H -6.64228 3.61099 -3.10928 0.01 0.01 0.00
C -0.86377 -2.85990 2.88300 -0.02 -0.03 -0.02
P -0.78030 -1.10825 3.32787 -0.03 0.02 0.03
C -2.28020 -0.78403 4.29402 -0.01 0.00 0.02
C 0.60889 -0.96998 4.50793 0.00 -0.06 0.00
C 0.90611 0.47517 4.91587 -0.01 0.02 -0.01
P 1.16328 1.57267 3.46135 0.00 -0.05 0.00
C 1.29316 3.22698 4.21048 0.01 0.03 0.02
C 2.87300 1.20019 2.95707 0.03 -0.01 0.00
H -1.00374 -3.47046 3.77607 0.01 0.00 0.00
H 0.05679 -3.16345 2.38480 0.00 0.01 -0.01
H -1.70030 -3.02685 2.20451 -0.01 0.02 0.00
H -2.40501 -1.54789 5.06304 0.01 0.00 0.00
H -3.14283 -0.79749 3.62880 0.00 -0.01 0.00
H -2.22256 0.18817 4.78677 0.00 0.01 -0.01
H 1.48245 -1.42908 4.03685 0.00 0.01 -0.01
H 0.37225 -1.57970 5.38374 0.03 0.00 0.00
H 1.78845 0.50955 5.55914 -0.01 0.01 0.01
H 0.07957 0.88602 5.50215 -0.01 0.00 -0.01
H 1.99373 3.22063 5.04707 0.01 -0.01 -0.01
H 0.32371 3.56467 4.57833 0.00 -0.01 0.00
H 1.64950 3.93992 3.46677 -0.02 0.00 0.00
H 3.56223 1.30434 3.79642 -0.01 0.00 0.00
H 3.17586 1.88668 2.16614 -0.01 0.00 0.00
H 2.94603 0.18497 2.56389 -0.01 0.00 0.00
```
Forces are in eV/Å.

total charge: +3
highest occupied orbital energy: -0.5750 hartree



# 5
ORCA calculation (ωB97M-V with the def2-TZVPD basis set) on a structure of composition C23H43FN4O6Si2.

```
79
Properties=species:S:1:pos:R:3:forces:R:3
C -0.22825 -5.97073 -2.30330 0.52 -0.44 -0.03
C 0.76443 -4.76061 -1.94465 -0.62 0.45 -0.25
C 0.84537 -3.62246 -3.11084 -0.66 -1.23 1.06
N 1.66279 -2.49588 -2.55601 -0.41 0.53 -2.08
Si 1.68367 -1.06006 -3.60266 1.20 1.66 0.88
C 3.18035 -0.94208 -4.78916 0.67 0.82 -0.79
N 4.42042 -1.46115 -4.05339 -1.85 -0.56 0.26
O 0.22278 -0.82657 -4.53867 0.82 3.54 -1.57
C 0.37931 0.38836 -5.27868 2.25 0.90 -0.95
N 0.78152 1.34840 -5.90896 -2.59 -4.99 3.33
O 1.79557 0.34359 -2.54386 -1.75 -2.58 0.25
Si 0.66877 0.23191 -1.23274 0.23 0.94 -0.95
C -0.72237 1.54780 -1.36797 -0.05 0.78 1.00
C -2.09997 1.04794 -0.69121 -1.03 -0.37 -0.57
C -2.74332 -0.25320 -1.36529 -1.87 -2.90 -2.07
C -3.59431 -0.13430 -2.68867 0.63 -3.78 2.03
C -4.23883 -1.43077 -3.28040 1.16 -0.24 2.13
C -4.11648 -2.85888 -2.64929 2.21 3.44 1.97
C -3.24666 -2.98281 -1.35790 -0.76 3.46 -1.81
C -2.60916 -1.69209 -0.76773 -1.24 0.29 -1.92
C 1.69773 0.41446 0.41673 2.35 3.15 -0.31
O 2.58594 1.31155 0.40847 -2.93 -3.54 0.52
N 1.50283 -0.43994 1.62531 1.26 -1.59 -2.25
C 2.53246 -1.49582 1.63264 2.66 -1.83 4.11
O 3.06870 -1.92216 2.67556 -2.66 1.74 -5.00
F 3.01022 -2.07313 0.39017 -1.56 1.82 2.13
H -0.01274 -6.38251 -3.36391 -0.38 0.77 1.65
H -1.33761 -5.66931 -2.24408 1.77 -0.38 -0.09
H -0.03031 -6.85759 -1.58100 -0.49 1.55 -1.13
H 1.82178 -5.15902 -1.72312 -1.54 0.60 -0.45
H 0.39638 -4.22267 -0.98791 0.61 -0.87 -1.51
H -0.21524 -3.20986 -3.34308 1.72 -0.80 0.41
H 1.27027 -4.10147 -4.06105 -0.52 0.68 1.17
H 2.60100 -2.79071 -2.24961 -0.67 0.14 -0.22
H 3.43968 0.15870 -5.04890 -0.82 -1.79 0.28
H 3.03538 -1.51464 -5.78493 0.25 0.95 1.64
H 4.28111 -2.49464 -4.05826 0.50 0.94 0.35
H 4.25694 -1.14580 -3.07022 0.72 -0.48 -0.83
H 0.00218 -1.07182 -1.12611 0.12 -0.08 -0.08
H -0.37283 2.46352 -0.74184 -0.59 -1.31 -1.21
H -0.88822 1.90080 -2.44293 0.21 -0.58 1.47
H -2.87331 1.90152 -0.81618 1.21 -1.42 0.33
H -2.01980 0.84071 0.43538 0.16 0.36 -1.61
H -3.74800 0.88072 -3.19649 0.22 -1.76 0.84
H -4.88352 -1.32519 -4.23074 1.20 -0.16 1.72
H -4.63248 -3.77414 -3.09986 0.86 1.65 0.67
H -3.09808 -3.99252 -0.82591 -0.26 1.87 -0.96
H -1.98388 -1.80936 0.19689 -1.17 0.22 -1.71
H 0.58490 -0.92736 1.53784 0.80 0.36 0.13
C -5.81878 3.09065 3.11414 -0.16 -0.03 -0.02
C -4.68483 3.28138 2.12094 -0.12 0.03 0.03
O -5.12139 3.35769 0.76914 0.12 -0.15 -0.14
C -6.01539 4.41768 0.45316 0.02 0.07 0.03
C -5.43782 5.79737 0.71883 0.12 0.04 0.08
H -6.38696 2.18525 2.87648 0.11 0.08 0.04
H -5.42496 3.00287 4.13021 -0.01 -0.01 -0.10
H -6.51921 3.92743 3.09901 0.07 0.03 0.07
H -4.01426 2.42030 2.18418 -0.06 0.04 -0.24
H -4.08263 4.15956 2.37435 -0.05 0.05 0.05
H -6.96550 4.27952 0.97972 0.01 0.06 0.06
H -6.23979 4.32874 -0.61385 0.14 -0.19 0.12
H -5.20085 5.94555 1.77438 -0.10 0.03 -0.03
H -6.15098 6.57084 0.42377 0.04 -0.07 0.00
H -4.51276 5.93968 0.15311 -0.10 -0.01 0.01
C 6.67974 0.79327 6.31932 0.11 0.11 -0.06
C 5.16160 0.72830 6.33385 0.06 0.03 -0.06
O 4.54018 1.81683 5.66389 -0.10 0.12 0.13
C 4.84833 1.96692 4.28334 0.00 -0.09 -0.08
C 4.46199 0.76298 3.44181 0.01 -0.08 0.09
H 7.02682 1.72834 6.77142 -0.06 -0.13 -0.01
H 7.10268 -0.04623 6.87768 -0.06 0.08 -0.02
H 7.07988 0.75444 5.30470 -0.01 -0.09 0.03
H 4.81840 0.76430 7.37103 -0.12 0.16 -0.14
H 4.80444 -0.22185 5.92427 0.07 -0.04 -0.06
H 5.90832 2.21244 4.15787 0.03 -0.06 -0.02
H 4.28772 2.83798 3.93147 0.00 -0.06 0.25
H 4.99920 -0.13795 3.74533 0.03 0.04 -0.06
H 4.68633 0.94824 2.38833 -0.05 0.03 0.06
H 3.39352 0.55493 3.54083 0.11 0.07 -0.02
```
Forces are in eV/Å.

highest occupied orbital energy: -0.3291 hartree